No. 1
{"formula": "C28H42N6NiO5P", "method": "the ωB97M-V functional and the def2-TZVPD basis", "gap_ev": [6.930, 6.249], "spin_multiplicity": 3, "total_energy_ev": -99225.9718, "charge": 1, "largest_force_ev_per_a": 1.7, "elements": ["C", "C", "C", "C", "N", "C", "C", "C", "H", "H", "H", "H", "Ni", "H", "C", "H", "H", "H", "H", "C", "C", "H", "H", "C", "H", "H", "O", "H", "H", "C", "C", "H", "C", "H", "O", "H", "C", "H", "N", "C", "H", "H", "C", "H", "H", "H", "H", "C", "C", "N", "C", "H", "H", "H", "H", "H", "N", "O", "P", "C", "H", "H", "H", "H", "C", "H", "N", "C", "O", "C", "H", "H", "N", "C", "H", "O", "H", "C", "H", "C", "H", "H", "C"], "xyz": [[-5.1949, 0.2688, 1.6701], [3.4200, 4.8043, -0.3732], [-2.2236, 2.3307, 2.4666], [3.3925, -2.4747, -0.2464], [1.2034, -3.6639, 1.0660], [2.4242, 1.2673, 2.1103], [-2.9523, -1.7638, -2.2142], [-3.4795, 1.8860, 2.5015], [-0.9150, -0.7380, -3.1991], [-1.8639, 5.6253, -0.2142], [-2.1823, 3.0957, -0.2391], [4.2574, 0.1417, 1.8425], [-0.5391, -0.1082, -0.7975], [0.4886, 0.3693, -4.5471], [-1.3139, -2.6706, 0.8783], [1.9984, 4.0207, -1.7994], [4.1970, 1.6810, 0.9668], [-6.0620, -2.5476, -1.1424], [-0.6707, 3.6438, -0.9580], [-5.6051, -0.6936, 0.7908], [2.5566, -4.1254, 1.3461], [-1.0951, -4.5396, -0.1443], [0.4136, -5.5364, 1.4960], [2.0924, 4.1642, -0.7278], [3.7365, -3.2402, -0.9487], [3.3071, -2.1936, 1.8813], [1.6763, 0.7415, 0.9908], [1.8406, -1.2406, -0.8839], [-2.2599, -2.0213, -3.0083], [-1.2317, 3.5829, -0.0204], [-1.1548, -4.1815, 0.8865], [1.2660, 4.7816, -0.3739], [-1.1932, 1.7296, 1.5567], [0.0217, -4.2904, 2.6863], [2.4635, 0.7695, -1.3898], [2.5741, -4.4927, 2.3736], [2.3353, -0.1092, -3.6126], [0.9417, -1.3296, -4.7237], [-2.5733, -0.8610, -1.3304], [-1.4536, 4.9704, 0.5553], [-0.4243, 1.2406, 2.1667], [4.5610, -3.3343, 1.3513], [2.1380, 1.0316, -2.6555], [2.1220, 0.6601, 2.9635], [-1.8715, 3.1394, 3.0946], [2.8878, 0.2145, -4.4925], [2.1240, 2.2975, 2.2910], [3.5440, -2.9897, 1.1708], [-5.0890, -2.0759, -1.1984], [0.0412, -0.7925, -2.8682], [0.9559, -2.5997, 0.2594], [3.9825, -1.5740, -0.4122], [3.5512, 5.7278, -0.9356], [-1.3257, -2.3011, 1.9112], [-2.1498, 4.9375, 1.3914], [4.4363, 1.6658, 2.7221], [-0.2316, -2.0374, 0.1299], [2.0329, 2.8961, -0.0480], [1.2644, 1.5362, -0.3334], [0.1333, -4.4870, 1.6152], [4.2384, 4.1281, -0.6220], [2.8220, -4.9600, 0.6864], [-2.0015, -4.6624, 1.3740], [-2.2663, -2.3983, 0.4323], [-4.7341, -1.1069, -0.2405], [-4.2070, 2.3192, 3.1780], [1.9944, -2.1562, -0.5111], [-3.4385, -0.5411, -0.3361], [1.5543, 2.0513, -2.9605], [0.9121, -0.4887, -4.0288], [-0.5096, 5.3872, 0.9082], [-5.8662, 0.6120, 2.4488], [-1.6999, 0.7851, 0.5934], [-2.9795, 0.3886, 0.6546], [-6.5923, -1.1310, 0.8605], [-0.4580, 2.7643, 0.8758], [2.8552, -0.9306, -3.1214], [-3.9063, 0.8286, 1.6141], [-4.4368, -3.1434, -2.9349], [-4.1950, -2.4062, -2.1822], [0.2000, -1.7521, -2.5693], [3.4658, 5.0264, 0.6929], [3.9230, 1.1782, 1.8932]]}

No. 2
{"formula": "C32H25MnN6O2Se2", "method": "the ωB97M-V functional and the def2-TZVPD basis", "gap_ev": [6.233, 6.198], "spin_multiplicity": 2, "total_energy_ev": -208634.5762, "charge": 1, "largest_force_ev_per_a": 0.6, "elements": ["N", "H", "C", "N", "H", "H", "C", "H", "C", "H", "C", "H", "H", "C", "C", "Mn", "N", "H", "H", "C", "C", "H", "C", "H", "N", "C", "C", "C", "C", "N", "N", "H", "C", "C", "C", "C", "O", "H", "C", "Se", "H", "H", "C", "H", "C", "C", "C", "C", "C", "H", "Se", "C", "H", "C", "O", "C", "H", "C", "H", "H", "C", "H", "H", "H", "H", "C", "C", "C"], "xyz": [[2.0783, 1.3748, 1.3834], [2.8926, -2.3307, -2.8401], [-1.0792, 3.1539, -1.3056], [-0.2479, 0.0036, 2.4051], [-2.5756, 0.9434, 1.2085], [-5.1985, -2.6675, -1.9399], [2.2429, 1.3029, -1.9363], [-1.4974, 0.9950, 5.3534], [4.4053, 2.1508, 2.7079], [2.0024, -3.8226, -1.4833], [-3.8895, -0.2186, -0.0147], [-5.7053, -1.0221, -2.3100], [-1.9599, 3.3813, -4.9715], [2.8866, 0.4761, 1.9765], [-1.1733, 0.3107, 4.5828], [0.3551, 0.5615, 0.4992], [-0.7511, 2.1485, -2.0941], [-1.6472, -1.4839, 5.6654], [4.6571, 0.0378, 3.0807], [-1.2496, -1.0633, 4.7515], [0.2963, -2.1283, 1.4824], [5.3039, 2.4613, 3.2237], [0.9633, -5.6828, 0.2083], [-2.5796, 5.2637, -3.4504], [-1.5051, -0.1330, -0.1910], [-1.7420, 4.2972, -1.7263], [-2.7873, -1.5205, -1.6571], [-0.6642, 0.7982, 3.3942], [-0.7946, -1.8967, 3.7452], [0.8258, -1.3712, 0.5121], [1.7259, 0.3447, -1.1668], [-4.7770, 0.1233, 0.5013], [2.7176, -1.2905, -2.6083], [-1.0681, 2.2472, -3.3839], [3.0074, 1.0366, -3.0566], [1.5311, -3.3118, -0.6538], [0.4389, -6.2563, 1.1737], [-0.6599, -1.3046, -1.6646], [3.2353, -0.2855, -3.4061], [-0.6491, 2.9559, 0.5741], [-0.0670, -4.1728, 2.1653], [2.5797, -0.5562, 1.8973], [2.4341, 2.6583, 1.4596], [-0.8183, -2.9705, 3.8592], [-1.7225, 3.3483, -3.9174], [-3.9818, -1.1343, -1.0583], [0.9569, -4.1121, 0.3210], [-2.0649, 4.3907, -3.0720], [0.3459, -3.5064, 1.4181], [3.8063, 4.1444, 2.1796], [1.4107, 4.0508, 0.6296], [-5.3020, -1.6661, -1.5258], [2.0280, 2.3220, -1.6373], [4.0503, 0.8121, 2.6345], [1.4495, -6.0546, -0.8661], [1.9800, -0.9394, -1.4859], [-2.7796, -2.2383, -2.4668], [-1.5911, -1.0029, -1.2036], [3.8194, -0.5326, -4.2825], [-1.9973, 5.0820, -1.0281], [-0.2878, -1.3334, 2.5828], [-0.5858, 1.8641, 3.2208], [3.4101, 1.8520, -3.6405], [-6.0273, -1.6939, -0.7145], [-0.7824, 1.4098, -4.0109], [-2.6525, 0.2485, 0.3813], [1.4453, -1.9360, -0.5301], [3.5795, 3.0881, 2.1214]]}

No. 3
{"formula": "C23H26AuBr2NOSb", "method": "the ωB97M-V functional and the def2-TZVPD basis", "gap_ev": 8.939, "total_energy_ev": -178119.6195, "charge": 1, "largest_force_ev_per_a": 0.1, "elements": ["C", "H", "H", "Sb", "C", "H", "C", "Br", "H", "C", "N", "O", "H", "C", "Br", "C", "H", "C", "C", "C", "C", "H", "H", "C", "H", "H", "H", "C", "H", "C", "C", "H", "H", "C", "H", "H", "C", "C", "C", "C", "H", "C", "H", "C", "C", "Au", "H", "C", "H", "H", "H", "H", "H", "H", "H"], "xyz": [[0.4475, -2.3902, 2.7028], [1.4489, 1.0562, -5.5225], [-4.5045, 4.0325, -2.3745], [0.9288, 0.6321, -0.4022], [5.0772, 2.2037, 1.6085], [-2.8854, 1.6912, 2.1481], [2.6997, 1.2936, 0.5124], [-2.9144, 4.0467, -0.4737], [5.6630, 0.1391, 1.6703], [4.8859, 0.8432, 1.4037], [-3.0886, -0.3890, 1.9429], [-2.9663, 0.4724, -0.1447], [1.4303, -0.5027, 2.4639], [0.4452, -1.1290, 0.6498], [-2.7647, 2.5159, -3.3008], [4.0825, 3.1095, 1.2688], [-3.0073, 4.9386, -2.7924], [-3.4968, -1.4713, 2.8336], [3.6981, 0.3845, 0.8537], [1.2398, 0.7964, -3.4051], [1.4991, -0.0299, -2.3149], [3.0653, -2.5686, -3.9129], [6.0060, 2.5582, 2.0361], [2.8900, 2.6559, 0.7215], [-3.1504, -2.4359, 2.4656], [0.7540, -2.4973, 3.7355], [3.5572, -0.6787, 0.6947], [2.1566, -1.2431, -2.4967], [2.1111, 3.3655, 0.4649], [-4.1272, -1.5950, 0.0915], [-3.3428, -0.4227, 0.6206], [-1.3561, 0.7975, 2.1846], [0.7163, 1.7373, -3.2705], [2.5550, -1.6253, -3.7699], [-3.5297, -2.5065, 0.1605], [-5.0465, -1.7567, 0.6545], [2.3020, -0.7981, -4.8560], [-0.3228, -2.1203, 0.0437], [-2.4049, 0.7732, 2.4880], [0.8250, -1.2642, 1.9834], [-3.0482, -1.3091, 3.8089], [-0.6947, -3.2469, 0.7654], [-4.3641, -1.4030, -0.9501], [-3.4235, 4.0401, -2.3600], [-0.3085, -3.3826, 2.0926], [-1.0661, 2.1788, -0.4542], [-0.5898, -4.2675, 2.6498], [1.6462, 0.4123, -4.6752], [4.2331, 4.1686, 1.4308], [2.3625, -1.8941, -1.6545], [-4.5802, -1.5073, 2.9595], [-2.4510, 0.7392, 3.5730], [-0.6313, -2.0235, -0.9919], [-1.2757, -4.0248, 0.2861], [2.6155, -1.0989, -5.8473]]}

No. 4
{"formula": "C30H60N6O12", "method": "the ωB97M-V functional and the def2-TZVPD basis", "gap_ev": 9.559, "smiles": "O=C1CCCO1.O=C1CCCO1.O=C1CCCO1.CNC(C)=O.CNC(C)=O.CNC(C)=O.CNC(C)=O.CNC(C)=O.CNC(C)=O", "de_lowest_kj_mol": 0.0, "total_energy_ev": -65593.1133, "charge": 0, "largest_force_ev_per_a": 5.4, "elements": ["C", "H", "H", "H", "C", "C", "H", "H", "H", "H", "H", "H", "H", "O", "C", "C", "H", "H", "H", "C", "C", "H", "H", "C", "N", "N", "C", "C", "H", "H", "C", "H", "H", "H", "H", "H", "H", "H", "H", "H", "C", "H", "O", "H", "H", "N", "O", "H", "H", "O", "H", "H", "H", "H", "C", "O", "N", "C", "H", "C", "H", "C", "C", "C", "C", "H", "H", "H", "C", "C", "C", "H", "H", "H", "H", "H", "H", "H", "H", "O", "H", "H", "C", "O", "H", "H", "C", "H", "O", "H", "C", "H", "C", "O", "C", "H", "O", "C", "O", "H", "C", "H", "N", "N", "O", "H", "C", "H"], "xyz": [[-3.2374, -5.7825, -4.0352], [5.2080, -0.1722, -4.3738], [5.7915, 8.5251, -4.2620], [-2.0629, -7.4312, 4.7925], [-4.6884, -3.9419, -3.3270], [-2.5427, -3.1253, 8.7295], [5.7229, -1.7434, -5.1582], [-2.2517, 1.0064, -1.5879], [-1.5605, 2.7069, -1.3198], [-3.5002, -0.8527, -7.9397], [0.2334, -5.1393, 3.9528], [5.5977, -3.3858, -1.1771], [6.0796, 10.1261, -3.5916], [4.5099, -3.5734, -4.1153], [-3.7227, 1.1518, -8.8665], [-3.4953, -0.3630, -8.9135], [5.5449, -1.2803, -2.2070], [4.7040, -4.7165, -1.8076], [-1.0448, -5.9515, -3.6719], [3.6134, 7.6005, -0.8175], [-3.7855, -3.1899, 9.4348], [4.0023, 9.6453, -2.0757], [-1.1083, -4.5851, 9.4930], [-1.2777, -6.4128, 3.1929], [-3.4879, -4.7503, -3.2568], [4.7071, 9.0144, -2.4297], [-0.0351, 1.1351, -1.5012], [-1.5190, -3.6040, 9.7314], [6.9206, -3.1652, 5.0615], [4.5637, 9.7990, -4.3606], [4.7006, -3.6282, -1.7469], [-2.0939, -4.4971, 11.6070], [-5.3297, -4.2725, -4.1440], [6.8432, -0.7726, -4.3033], [7.9453, -1.7984, 5.7123], [-4.4122, 6.6950, 1.9650], [-3.0317, 7.6428, 2.7276], [0.1895, -6.6722, 4.7528], [-5.7722, 8.2689, 0.0648], [-5.3232, 3.3900, -9.6658], [-4.4372, 3.1010, -10.2310], [-3.8245, -6.7537, 2.3968], [-3.5200, 1.7957, -7.8730], [1.3603, 0.1600, -0.1231], [8.7170, -3.1792, 4.9277], [-4.1351, 1.7164, -10.0228], [-0.4111, 0.1661, 1.8642], [3.8890, 8.0565, 0.1334], [-2.4308, -2.1068, 8.3576], [-4.8478, 8.4537, 2.7051], [-2.9046, 8.9548, 0.8878], [-4.2542, 1.1985, -10.8816], [2.6111, 7.9745, -1.0265], [-3.4713, 7.5168, 0.0617], [-1.9502, -6.5581, -3.6550], [5.1072, 6.8596, -2.5260], [7.5691, -1.7840, 3.7029], [5.3255, 9.3501, -3.7232], [-4.4925, -2.8900, -3.5347], [-3.9345, 7.6629, 2.1172], [-3.5606, 3.6568, -9.8982], [4.5113, 7.8137, -2.0048], [-5.4774, 9.2599, 1.8861], [4.8360, -2.9751, -3.1007], [6.5705, -0.9513, 3.5520], [-2.4944, -0.5238, -9.3139], [-4.9228, 9.8805, -0.0676], [-2.0039, -6.9166, -2.6270], [5.5724, -0.5588, 4.6744], [-3.7638, 8.2952, 0.7664], [-0.5587, 0.4618, 0.6781], [3.6365, 6.5456, -0.5440], [8.0897, -1.8882, 2.8437], [5.3084, 0.4987, 4.6784], [-1.8957, -7.4513, -4.2773], [4.6102, -1.0217, 4.4551], [-2.6920, -3.8322, 7.9134], [-4.1793, -0.7885, -9.6477], [-1.9730, -2.6605, 11.5977], [-1.5423, 1.2872, 0.2815], [0.6538, 1.9792, -1.4691], [5.9661, -0.7920, 5.6636], [-5.0778, 8.9754, 0.5196], [-3.6032, -3.3629, 10.6632], [0.8709, -6.5861, 3.1052], [0.0360, -0.9461, -0.7986], [-1.4726, 1.6332, -1.1540], [-4.4309, -6.4209, 4.0066], [-4.8821, -3.1360, 8.8954], [3.8935, -3.2599, -1.1136], [-3.7442, -7.0518, 3.4422], [-2.8322, -4.5959, -2.5043], [-2.2204, -3.5693, 11.0490], [-1.4983, -5.9256, 2.0707], [7.8197, -2.5605, 4.9432], [-0.0687, 0.6002, -2.4503], [6.4050, -0.5076, 2.3960], [0.3500, 0.0597, -0.5197], [-3.9636, -6.1991, -4.9131], [-5.3112, -4.0437, -2.4382], [5.7989, -1.0846, -4.2932], [-4.0423, -8.0849, 3.6205], [-2.2953, -6.9990, 3.9097], [5.4405, -1.7783, -3.0794], [-6.2316, 10.1523, 2.2836], [-0.5415, -3.1227, 9.7034], [0.0972, -6.2056, 3.7721], [-4.7473, 3.1060, -11.2760]]}

No. 5
{"formula": "C5H8O", "method": "the ωB97M-V functional and the def2-TZVPD basis", "gap_ev": 8.849, "de_lowest_kj_mol": 678.8, "total_energy_ev": -7355.2203, "charge": 0, "largest_force_ev_per_a": 10.2, "elements": ["O", "C", "H", "C", "H", "C", "H", "H", "H", "H", "C", "C", "H", "H"], "xyz": [[1.6564, -0.8691, 0.7039], [-0.8332, 0.1145, -0.1712], [0.5375, 1.5116, 0.9824], [0.4114, 1.0895, -0.0429], [-2.2953, -0.7323, -1.5247], [1.6206, 0.2399, -0.3428], [-2.0216, 0.2113, 1.7153], [-1.8201, -1.7322, 0.8465], [-0.1563, -0.7261, 1.8870], [2.5183, 0.4842, -1.4853], [-1.2796, -0.5590, 1.1367], [-1.4590, 0.0340, -1.3999], [-1.1937, 0.5223, -2.3425], [0.4196, 1.9001, -0.7896]]}

No. 6
{"formula": "C8H10", "method": "the ωB97M-V functional and the def2-TZVPD basis", "gap_ev": 10.146, "smiles": "CCc1ccccc1", "de_lowest_kj_mol": 4.6, "total_energy_ev": -8458.2212, "charge": 0, "largest_force_ev_per_a": 0.9, "elements": ["H", "C", "H", "C", "H", "H", "C", "C", "H", "H", "H", "H", "C", "H", "C", "H", "C", "C"], "xyz": [[-1.3406, -0.6840, -1.4067], [-1.0751, 1.6958, -0.0416], [-0.2067, 2.9706, -1.6137], [1.0867, -1.9880, 0.5390], [2.2031, -0.8859, 2.0081], [-0.2805, -2.8157, -0.8937], [1.4250, -0.8578, 1.2622], [-0.5921, -0.7254, -0.6269], [1.6090, -2.9224, 0.6888], [1.0232, 1.1580, 1.6538], [-1.9259, 2.9816, -1.5778], [-0.6907, 2.3930, 0.6949], [-0.2794, 0.4203, 0.0927], [-1.1193, 1.6076, -2.2339], [-1.0677, 2.3293, -1.4219], [-2.1157, 1.4756, 0.2130], [0.7335, 0.3228, 1.0289], [0.0566, -1.9277, -0.3745]]}